# C30H53BBr3CaCl4F4MgN5O15P2

C30H53BBr3CaCl4F4MgN5O15P2 as an isolated structure (ωB97M-V/def2-TZVPD, the OMol25 dataset).

Its LUMO energy is -0.1816 Eh. Its HOMO energy is -6.150 eV. For the orbital gap, the calculation gives 1.2 eV.

ORCA input file:
```
! RIJCOSX wB97M-V def2-TZVPD def2/J DEFGRID3
* xyz 0 1
O -1.16225 1.51901 -4.14455
C -1.93968 -4.24071 0.78383
H 0.34188 7.83493 -6.09881
H 1.06095 -1.07219 1.26471
C 2.88695 9.17044 -2.54808
P -1.96745 -5.38337 2.28604
H -2.75726 -5.10676 4.30354
O 2.42029 10.33608 -2.05343
H 2.48421 -2.27514 4.93238
H -5.16597 -3.08894 3.39667
H -4.59472 -0.37915 1.67711
H 1.60901 -2.49384 2.64891
H -0.78247 -7.22036 2.44485
H -0.22073 0.22290 0.79742
C 3.31208 9.34165 -4.00429
H -1.55188 7.17654 -7.54904
H 1.68801 1.13984 4.23613
O -3.90127 3.68740 -5.28490
F 4.02574 10.46888 -4.20775
C 2.55609 -3.42435 5.03227
H 0.54985 -4.75662 0.62585
C -0.19772 -4.21284 -2.24161
Cl 5.80759 -1.44759 0.72543
H 3.72837 -5.06288 3.98725
C 5.04952 -7.31529 1.95478
Ca 3.47668 -5.59469 5.72822
O 7.13152 -1.99924 0.92355
H 1.35595 9.39434 -0.51841
N -1.30653 -2.49104 -0.60551
H 1.48302 -3.77463 5.26470
C -0.41937 -2.70363 -1.76137
O -2.25228 -4.47562 3.73115
H 3.77370 9.57067 0.19585
H 2.32830 -0.09621 2.88002
H -5.40578 -3.95012 0.25083
C -4.45107 -3.75880 0.88343
Cl 5.89130 -6.53336 3.32315
C -1.01506 1.29035 3.08145
C -2.76855 -2.75304 -0.77142
N -2.98641 3.98945 -4.53321
O 2.07144 -4.59988 2.78345
O 5.15696 -2.13417 -0.37066
O 0.95310 -4.71932 -2.13872
C -2.05955 5.03477 -4.97198
H -1.49389 -4.98234 0.00694
H -2.25166 0.78151 -0.39213
C -4.94843 1.28855 -1.59732
F 2.24726 9.40910 -4.83284
H -4.63994 2.39824 -1.51445
C -0.33125 7.04300 -5.78398
Cl 7.31621 -7.83528 0.51123
H -3.88886 1.45318 -3.55650
C -1.12844 -1.72793 1.66788
O -3.15602 -6.64392 2.12287
H -3.00765 -7.04242 1.22896
N -3.22544 -3.89982 0.05740
C 1.94275 10.29885 -0.70011
H 1.75861 1.59502 2.37250
H -0.07268 -0.67238 3.81901
H -1.76642 1.16608 3.93232
P -2.91591 -0.55408 -2.50730
H 0.23373 -3.62267 3.14960
C -0.99031 5.39377 -4.15433
Br -5.32256 -2.35459 -1.98282
H -1.34708 -2.00244 2.75990
C 0.57298 -3.64625 0.94810
C -0.12481 6.40199 -4.56592
C -1.80419 0.55346 -1.42957
H 6.18807 -9.15549 2.10755
H -1.55568 1.51810 -2.02214
H -1.56327 1.44551 2.07654
N -3.49339 -1.99206 -1.60755
H 4.81474 -6.54521 1.21758
F -8.07676 1.14472 -1.79948
Cl 2.52962 0.30197 0.65730
H -4.46267 0.76125 -0.70727
H -0.67483 -2.11232 -2.71272
C 5.86736 -8.43813 1.34946
H 1.26754 11.14900 -0.58137
B -4.68193 -2.33059 1.62808
H 1.40908 -3.17404 0.31470
H -0.79196 0.02878 -1.25944
Br 3.56953 1.00448 4.33956
H 5.27002 -8.97074 0.60716
C 0.09015 0.11334 2.99159
C -2.26547 5.66548 -6.19735
C 3.11190 -4.12129 3.66514
H -6.08181 1.13071 -1.56873
H 0.62657 -2.30496 -1.46399
F 4.07599 8.32734 -4.44645
H -5.17703 0.08131 -3.58043
H 0.70967 6.69133 -3.93527
H -0.70713 0.69082 -4.00026
H 3.30577 -3.62697 5.90687
N -0.59376 -6.20944 2.49380
O 2.92476 8.13866 -1.92945
O -4.66517 -2.30078 3.09546
H -2.07008 -1.15595 1.30392
C -1.39672 6.67444 -6.59973
O 5.02431 -1.62870 1.94031
C 1.59588 0.76548 3.14139
Mg -1.07327 2.91460 0.84555
H 2.72673 10.47543 1.30367
Br -1.59730 -5.39031 -3.02671
C 1.14660 -3.53427 2.46552
C 3.09525 10.42322 0.27716
H 3.77091 -3.35556 3.12165
H 3.68312 11.31995 0.06532
H 4.10898 -7.71041 2.34490
H -4.56610 -4.55448 1.71755
C -4.38155 0.59725 -2.95049
H -0.82050 4.90400 -3.20195
H -3.09196 5.38752 -6.84196
C -0.87381 -3.00480 0.74269
O 5.91074 -0.03897 0.42373
H -0.45424 2.28071 3.29598
C 0.05323 -0.61596 1.53115
O -2.79496 3.48077 -3.43905
O -4.85763 -1.05683 1.00185
*
```

Löwdin population analysis, charges in e, atoms 1 to 99:
1. O -0.36
2. C -0.22
3. H 0.10
4. H -0.03
5. C -0.37
6. P 0.75
7. H 0.08
8. O 0.02
9. H 0.12
10. H 0.10
11. H 0.13
12. H 0.13
13. H -0.01
14. H 0.04
15. C -0.51
16. H 0.11
17. H -0.07
18. O 0.08
19. F 0.15
20. C -0.15
21. H 0.12
22. C -0.67
23. Cl 0.60
24. H -0.05
25. C -0.63
26. Ca 1.37
27. O -0.39
28. H 0.13
29. N -0.02
30. H 0.11
31. C -0.14
32. O -0.20
33. H 0.08
34. H -0.04
35. H 0.10
36. C -0.11
37. Cl 0.55
38. C -0.15
39. C -0.28
40. N -0.32
41. O -0.17
42. O -0.40
43. O -0.02
44. C -0.13
45. H 0.12
46. H -0.02
47. C -0.16
48. F 0.15
49. H 0.08
50. C -0.08
51. Cl 0.58
52. H 0.06
53. C -0.09
54. O -0.22
55. H 0.09
56. N -0.02
57. C -0.21
58. H 0.02
59. H 0.13
60. H 0.09
61. P 0.98
62. H 0.10
63. C 0.01
64. Br 0.93
65. H 0.11
66. C -0.07
67. C -0.06
68. C -0.33
69. H 0.07
70. H 0.03
71. H -0.09
72. N -0.54
73. H 0.09
74. F -0.76
75. Cl 0.10
76. H 0.01
77. H 0.12
78. C -0.66
79. H 0.13
80. B -0.53
81. H 0.14
82. H 0.04
83. Br 0.49
84. H 0.08
85. C -0.30
86. C 0.00
87. C -0.28
88. H 0.04
89. H 0.16
90. F 0.16
91. H 0.07
92. H 0.10
93. H -0.13
94. H 0.00
95. N -0.18
96. O 0.16
97. O 0.06
98. H 0.12
99. C -0.07

# C30H53BrN4P2Pd

C30H53BrN4P2Pd as an isolated structure (ωB97M-V/def2-TZVPD, the OMol25 dataset).

The expectation value of S² is 2.05. Its LUMO energy (spin up / spin down) is -0.2463 / -0.3060 Eh. Its HOMO energy (spin up / spin down) is -12.315 / -12.673 eV. For the orbital gap (spin up / spin down), the calculation gives 5.6 / 4.3 eV. The value obtained for the energy above the lowest of the compared OMol25 structures with the same formula, charge and spin is 4.9863 eV.

ORCA input file:
```
! RIJCOSX wB97M-V def2-TZVPD def2/J DEFGRID3
* xyz 2 3
C -3.90077 1.34619 -2.73162
H -4.31048 -1.34748 0.11440
H 3.17754 2.31658 -2.28814
H 3.31196 2.76838 3.77384
C -1.10250 0.95453 3.16755
H -4.10988 -3.00953 -1.96801
C 3.67199 -0.03215 -0.17652
N 0.59149 3.02336 2.85244
H 3.66974 -3.73678 1.28183
H 1.32937 1.28472 -3.41954
C -0.07306 0.45375 5.34406
H -0.83869 -0.03768 2.78462
H 3.52705 3.22589 5.47758
C -4.96986 2.08836 -2.13844
H -3.18061 0.49293 -4.58061
C -1.32136 1.15655 -2.56738
C 1.13230 1.87348 -2.50076
H 4.52336 1.74302 -0.90533
H 0.16023 -3.48950 -1.87158
H -1.31985 0.92730 -3.63215
C 2.84410 3.27259 4.62920
H -3.52240 -4.19895 -0.75902
H -1.90340 -3.15576 -4.14011
H -2.13003 0.90822 3.53822
H -1.49761 3.05569 -0.76225
Pd -1.37158 -0.50007 -1.72035
H 4.80603 -1.65716 -2.11425
H 1.49939 2.34803 7.07802
H 5.70077 0.62258 -0.34499
H 1.34595 3.70679 2.75732
P 2.10698 -0.79485 -0.79976
H -0.17168 -3.60638 -4.32158
H -6.76471 3.26161 -2.57319
H 0.37479 4.05720 0.61097
H 2.66070 4.32574 4.37250
N 1.61596 2.58813 4.99320
C 2.18883 2.41289 -1.81206
H -1.19770 -4.58404 -2.19289
H -0.58965 -4.10580 1.85879
H 3.87364 -3.06595 -2.63807
C 2.33106 -2.26524 0.40003
C -3.61739 -3.12476 -0.99182
H 4.07132 -0.42638 0.76620
C -0.18188 1.86981 -1.94698
H -0.93395 -4.74155 0.24730
H -0.64264 -1.95883 -3.78479
C -5.97147 2.61264 -2.97368
C -2.67148 1.03967 -1.95514
H 2.81004 3.76818 -0.20741
H -0.67156 0.80055 6.19845
C 1.06710 2.97540 6.28834
C -0.44226 2.86006 -0.97690
H -5.52064 -2.62302 -0.06169
H -5.15375 1.30207 -5.89951
H 2.79071 -0.21133 -3.04176
C 2.03729 3.00433 -0.43390
C -1.21712 -2.60180 0.46701
H 1.76431 -1.89238 1.26390
H -2.85314 1.19344 -0.86662
H -1.80169 -1.88450 1.06510
C 0.59209 3.41960 -0.23812
H 1.76930 -3.10218 -0.03020
C -4.00302 1.02866 -4.09168
N -5.95289 2.36099 -4.27216
H 5.02222 0.34043 -1.93249
H 4.08193 -2.09842 1.72155
H 0.97534 0.36233 5.64695
C -5.07187 1.54539 -4.83479
C 0.68166 2.36208 3.96984
H -2.26306 -4.28683 1.31064
C -0.89450 -3.03475 -3.72591
P -1.93163 -2.55020 -1.21951
H 4.46035 -2.72017 0.07312
H 4.33421 -1.84910 -3.80530
H -0.02417 2.87092 6.30271
H -4.98181 2.38765 -1.08762
H -0.44526 -0.53441 5.04368
N -0.20463 1.35754 4.22188
C 3.71585 -2.71565 0.88486
C 4.76151 0.67531 -0.91414
C 3.98636 -1.98240 -2.76633
H 1.33120 4.02129 6.50212
H -0.19749 -2.18652 0.38290
C 2.68508 -1.18913 -2.54718
H -1.01634 1.68823 2.36419
C -0.85564 -3.54855 -2.28654
H 1.83963 -1.69645 -3.05028
C -4.44887 -2.43597 0.09947
H -4.17871 -2.81488 1.09191
Br 2.45515 1.74950 0.95428
C -1.25116 -4.01305 1.00002
*
```

How is the electron density shared among the atoms? According to Löwdin, the charges in e are:
1. C -0.23
2. H 0.07
3. H 0.11
4. H 0.06
5. C -0.06
6. H 0.10
7. C -0.40
8. N 0.05
9. H 0.09
10. H 0.13
11. C -0.05
12. H 0.07
13. H 0.10
14. C 0.00
15. H 0.11
16. C -0.30
17. C -0.08
18. H 0.06
19. H 0.08
20. H 0.11
21. C -0.07
22. H 0.10
23. H 0.08
24. H 0.10
25. H 0.13
26. Pd 0.74
27. H 0.05
28. H 0.10
29. H 0.11
30. H 0.02
31. P 0.95
32. H 0.09
33. H 0.12
34. H 0.09
35. H 0.09
36. N -0.19
37. C -0.12
38. H 0.10
39. H 0.09
40. H 0.08
41. C -0.40
42. C -0.36
43. H 0.05
44. C -0.25
45. H 0.08
46. H 0.04
47. C -0.12
48. C -0.19
49. H 0.12
50. H 0.09
51. C -0.06
52. C -0.02
53. H 0.09
54. H 0.12
55. H 0.05
56. C -0.56
57. C -0.39
58. H 0.07
59. H 0.11
60. H 0.08
61. C -0.07
62. H 0.06
63. C -0.03
64. N 0.06
65. H 0.09
66. H 0.08
67. H 0.09
68. C -0.11
69. C -0.47
70. H 0.08
71. C -0.15
72. P 0.86
73. H 0.08
74. H 0.09
75. H 0.09
76. H 0.11
77. H 0.09
78. N -0.16
79. C -0.14
80. C -0.13
81. C -0.14
82. H 0.10
83. H 0.02
84. C -0.39
85. H 0.06
86. C -0.37
87. H 0.06
88. C -0.12
89. H 0.07
90. Br 1.10
91. C -0.12

# C30H53N7O4P

A 2-piece molecular cluster, C30H53N7O4P overall (ωB97M-V/def2-TZVPD, the OMol25 dataset).

Its LUMO energy is -0.1185 Eh. Its HOMO energy is -10.173 eV. For the orbital gap, the calculation gives 6.9 eV.

ORCA input file:
```
! RIJCOSX wB97M-V def2-TZVPD def2/J DEFGRID3
* xyz 1 1
H 2.61129 -3.01750 1.27346
H -9.03020 -3.32194 -2.19126
H 4.41284 6.95243 4.46078
N -3.12537 -2.08332 -4.00314
C -7.01492 -4.48096 -1.87202
H 4.76613 0.80445 -0.81907
C -1.71244 -5.38909 -4.26767
C 1.05111 0.67670 -0.11189
H 1.66296 -2.24184 -0.90982
H -6.54527 -4.57201 -2.93722
O 6.37576 6.22149 5.99536
H 1.52131 -4.30899 2.02330
H -2.13718 -4.06446 -6.04394
H -0.39237 -4.01941 -5.44714
C 4.19132 7.18964 6.47071
H 1.27371 -1.41574 -3.19887
H 6.08346 8.27638 6.33967
C -1.81250 -2.68179 -4.22676
C -7.93191 -3.12770 -1.92101
H 3.89548 6.17863 6.76763
O -5.30824 1.87435 -1.35716
H 4.10547 3.38505 3.76970
H 5.93084 7.19350 7.72378
C 2.41732 7.11750 4.77545
C -1.49660 -4.00384 -5.07034
C -0.70361 0.35393 -2.19830
H 2.84398 -3.51163 -1.74097
N -1.52163 -0.65522 -2.90090
H 0.30800 0.44587 -2.77713
C 0.50335 -2.17933 -3.56903
N 3.80552 7.47029 5.08587
N -0.92607 -1.74942 -3.50794
H 6.45708 6.92011 4.03980
H 3.27504 -5.88637 0.74621
C -3.35923 -5.00970 -2.28400
H 4.06751 4.21918 5.33184
H 3.69385 7.90331 7.13517
H 2.15498 5.23390 5.89621
C 2.01643 5.63611 4.88659
C 3.68242 2.18153 0.85974
C 5.70774 7.29754 6.65859
H -5.05510 -2.38989 -2.04878
H -3.95377 -5.13667 -4.53460
C 1.42906 -4.36895 -0.22878
H 2.22418 3.28453 2.32032
N -3.94120 -0.08185 -2.73512
C -5.80218 -1.55349 -2.32362
H 0.79168 -2.41253 -4.67552
O -0.87238 -1.03222 -0.07207
H -6.93480 -2.66716 -3.97790
H 2.24252 7.43390 3.74114
C 7.12061 6.63665 4.85884
H -6.12134 -4.22348 -1.17430
H -7.59018 -5.42085 -1.55098
H 0.94163 5.57744 4.68820
H 7.78632 7.46947 5.10686
H -6.14055 -1.08505 -1.30953
P -3.87801 1.34376 -1.70198
O 2.63030 4.79151 3.91388
C 2.46545 0.38224 -0.76396
H 1.59604 -5.45670 -0.57647
C -7.18199 -2.13068 -2.99135
C 2.24790 -4.10137 1.13526
H -1.51226 -6.25281 -5.02858
H -1.12167 1.43327 -2.20060
H -7.93469 -1.28261 -3.23926
H -5.27150 -0.62152 -4.16424
C -3.24891 -5.62280 -3.76105
C 3.93670 4.35051 4.25512
N 3.41154 -5.05633 1.34757
C 2.26962 2.47281 1.49583
H -3.08786 2.42193 -2.23145
H -7.83131 -2.60060 -0.88988
C 0.74206 -3.51922 -2.63996
H 7.73007 5.79382 4.52800
C 1.75572 -3.27218 -1.40867
H -3.18658 -3.72827 -0.19837
C -2.93292 -0.86704 -3.17113
C -0.25540 -0.10929 -0.68795
H 0.29566 -4.25826 -0.01362
H 4.65848 2.72465 1.17719
C 0.92503 1.73927 1.04097
H 4.68123 5.04247 3.85792
H 1.26471 -4.27620 -3.36004
H -3.29806 0.96792 -0.41980
N -5.23973 -0.44481 -3.14992
H 1.75085 7.71821 5.40359
H -0.08786 2.01419 1.52919
H -0.23594 -3.93820 -2.20405
H 3.38077 -5.43407 2.32114
H -3.45960 -6.76336 -3.74610
C -3.29854 -4.46025 -1.08445
H -0.93508 -5.56015 -3.41906
H 2.54329 -0.38760 -1.63366
C 3.79067 1.10629 -0.28846
*
```

How is the electron density shared among the atoms? According to Löwdin, the charges in e are:
1. H 0.11
2. H 0.11
3. H 0.06
4. N 0.17
5. C -0.13
6. H 0.10
7. C -0.20
8. C -0.11
9. H 0.07
10. H 0.07
11. O -0.20
12. H 0.11
13. H 0.15
14. H 0.12
15. C -0.21
16. H 0.10
17. H 0.12
18. C -0.08
19. C -0.23
20. H 0.10
21. O -0.44
22. H 0.07
23. H 0.12
24. C -0.19
25. C -0.10
26. C -0.05
27. H 0.13
28. N 0.02
29. H 0.14
30. C -0.10
31. N -0.05
32. N -0.03
33. H 0.07
34. H 0.05
35. C -0.11
36. H 0.10
37. H 0.12
38. H 0.11
39. C -0.21
40. C -0.04
41. C -0.20
42. H 0.09
43. H 0.12
44. C -0.19
45. H 0.08
46. N -0.22
47. C -0.20
48. H 0.14
49. O 0.03
50. H 0.10
51. H 0.12
52. C -0.11
53. H 0.05
54. H 0.08
55. H 0.12
56. H 0.09
57. H 0.13
58. P 0.78
59. O -0.22
60. C -0.04
61. H 0.12
62. C -0.19
63. C -0.27
64. H 0.13
65. H 0.12
66. H 0.12
67. H 0.13
68. C -0.18
69. C -0.09
70. N -0.05
71. C -0.02
72. H 0.02
73. H 0.11
74. C -0.16
75. H 0.09
76. C -0.20
77. H 0.07
78. C -0.18
79. C -0.27
80. H 0.11
81. H 0.10
82. C 0.01
83. H 0.07
84. H 0.13
85. H 0.04
86. N -0.06
87. H 0.12
88. H 0.11
89. H 0.10
90. H 0.07
91. H 0.12
92. C 0.06
93. H 0.11
94. H 0.07
95. C -0.04